This record from OMol25 describes a molecular structure, C70H61N9O3PPt. The level of theory is ωB97M-V/def2-TZVPD.

```
! wB97M-V def2-TZVPD RIJCOSX def2/J DEFGRID3
* xyz 1 1
Pt 0.3939 0.8120 -0.3530
C 2.2363 -3.4867 3.3566
N 1.4195 -3.0649 2.2262
C 1.4223 -1.8412 1.6173
N 0.5918 -1.8299 0.5859
C 0.0781 -3.0904 0.4985
C 0.5546 -3.8692 1.5287
C 0.3815 -5.3055 1.8113
C 0.0368 -5.7596 3.0823
C -0.0568 -7.1188 3.3435
C 0.1849 -8.0387 2.3334
C 0.5008 -7.5933 1.0567
C 0.6006 -6.2362 0.7964
C -0.7165 -3.5613 -0.6511
C -0.2530 -3.2853 -1.9354
C -0.8528 -3.8719 -3.0392
C -1.9321 -4.7287 -2.8712
C -2.4261 -4.9748 -1.5958
C -1.8207 -4.3951 -0.4897
P 2.6371 -0.5613 2.1065
C 3.1625 -0.1756 0.3811
N 2.3264 -0.1189 -0.6408
C 3.0595 0.0321 -1.7977
C 4.3829 0.1394 -1.4319
N 4.4291 -0.0336 -0.0607
C 5.6340 0.0557 0.7539
C 5.6026 0.4322 -2.2085
C 5.7304 1.6744 -2.8264
C 6.8619 1.9683 -3.5716
C 7.8739 1.0263 -3.7005
C 7.7533 -0.2116 -3.0843
C 6.6213 -0.5081 -2.3396
C 2.4654 -0.1055 -3.1577
C 3.2920 -0.3468 -4.2560
C 2.7540 -0.5709 -5.5145
C 1.3792 -0.5888 -5.6964
C 0.5447 -0.3728 -4.6082
C 1.0801 -0.1210 -3.3568
C 1.5444 0.8200 2.5315
N 0.3108 0.9147 2.1047
C -0.2685 1.9634 2.7698
C 0.6719 2.5292 3.6039
N 1.8121 1.7721 3.4660
C 3.0906 2.0335 4.1112
C 0.6121 3.6621 4.5506
C 0.2479 3.4532 5.8766
C 0.1719 4.5239 6.7565
C 0.4621 5.8073 6.3164
C 0.8326 6.0212 4.9949
C 0.9091 4.9524 4.1150
C -1.6725 2.3288 2.5225
C -2.1600 3.6166 2.7340
C -3.4813 3.9222 2.4455
C -4.3337 2.9490 1.9405
C -3.8599 1.6585 1.7449
C -2.5409 1.3523 2.0409
H 3.1246 -2.8629 3.4116
H 1.6859 -3.4005 4.2924
H 2.5334 -4.5227 3.2152
H -0.1851 -5.0455 3.8663
H -0.3251 -7.4581 4.3352
H 0.1269 -9.0990 2.5400
H 0.6748 -8.3056 0.2612
H 0.8495 -5.8895 -0.1987
H 0.6053 -2.6353 -2.0612
H -0.4709 -3.6640 -4.0307
H -2.3907 -5.2008 -3.7302
H -3.2760 -5.6311 -1.4605
H -2.1928 -4.6024 0.5062
H 6.2019 0.9368 0.4613
H 5.3481 0.1360 1.7992
H 6.2575 -0.8265 0.6226
H 4.9331 2.4003 -2.7201
H 6.9556 2.9335 -4.0510
H 8.7548 1.2548 -4.2853
H 8.5378 -0.9489 -3.1901
H 6.5155 -1.4820 -1.8766
H 4.3658 -0.3759 -4.1322
H 3.4151 -0.7538 -6.3513
H 0.9623 -0.7866 -6.6756
H -0.5312 -0.4171 -4.7263
H 0.4357 0.0473 -2.4952
H 3.1522 3.0911 4.3543
H 3.1961 1.4516 5.0262
H 3.8998 1.7851 3.4281
H 0.0079 2.4519 6.2123
H -0.1185 4.3567 7.7850
H 0.3955 6.6418 7.0016
H 1.0554 7.0223 4.6498
H 1.1909 5.1061 3.0785
H -1.5047 4.3931 3.1077
H -3.8456 4.9277 2.6132
H -5.3624 3.1930 1.7089
H -4.5201 0.8885 1.3652
H -2.1652 0.3454 1.9101
C -0.0812 5.0649 -3.8650
O -1.0690 4.5024 -3.0222
C -2.2564 5.1421 -2.8890
C -2.5632 6.3392 -3.5252
C -3.8181 6.9189 -3.3753
C -4.7781 6.3091 -2.5890
C -4.4684 5.1246 -1.9359
C -3.2225 4.5319 -2.0675
N -3.0074 3.2960 -1.4010
C -1.7989 2.8367 -0.9561
N -1.0733 3.7428 -0.2716
C 0.3151 3.7777 -0.1964
C 1.1409 2.6599 -0.2838
C 2.5159 2.8914 -0.1248
C 3.0334 4.1520 0.1087
C 2.2006 5.2621 0.1860
C 0.8472 5.0669 0.0209
O -0.0880 6.0637 0.0748
C 0.3744 7.4037 0.1058
N -1.4433 1.5902 -1.0035
C -2.2353 0.6607 -1.7295
C -2.6362 -0.4917 -1.0684
C -3.4647 -1.4254 -1.6684
C -3.8928 -1.2151 -2.9669
C -3.4636 -0.0952 -3.6699
C -2.6163 0.8327 -3.0725
O -2.1118 1.9180 -3.7149
C -2.2852 2.0212 -5.1175
H 0.7625 4.3807 -3.8283
H 0.2314 6.0484 -3.5046
H -0.4381 5.1527 -4.8942
H -1.8320 6.8115 -4.1642
H -4.0379 7.8473 -3.8849
H -5.7574 6.7509 -2.4709
H -5.2038 4.6389 -1.3058
H -3.6974 2.5836 -1.5836
H -1.5243 4.6376 -0.1480
H 3.2150 2.0883 -0.2036
H 4.1025 4.2790 0.2282
H 2.6099 6.2463 0.3615
H -0.5111 8.0307 0.0547
H 1.0235 7.6098 -0.7485
H 0.9145 7.6159 1.0312
H -2.3006 -0.6367 -0.0480
H -3.7705 -2.3024 -1.1176
H -4.5500 -1.9262 -3.4495
H -3.7918 0.0552 -4.6881
H -1.6587 2.8513 -5.4324
H -3.3245 2.2385 -5.3757
H -1.9642 1.1101 -5.6262
*
```

Computed properties:
Gap between HOMO and LUMO = 7.6 eV
HOMO level = -9.28 eV
Largest force on an atom = 1.01 eV/A